The following is a quantum chemistry calculation of a structure of composition C22H16F3NO4V in a non-equilibrium geometry, from the Open Molecules 2025 dataset.

Computed properties:
E_LUMO (spin up / spin down) = -0.609 / -0.740 eV
energy above the lowest of the compared OMol25 structures with the same formula, charge and spin = 119.2 kJ/mol
multiplicity = 2
<S²> = 0.778
gap between HOMO and LUMO (spin up / spin down) = 0.2262 / 0.2207 hartree

Each line ends with the natural charge from an NBO analysis.
Geometry (Å):
V1 -0.180 -0.693 0.212  0.970
O1 2.608 -2.074 2.419  -0.665
C1 1.962 -1.269 1.550  0.592
O2 0.795 -0.779 1.850  -0.602
C2 2.568 -0.912 0.355  -0.021
C3 3.956 -1.095 0.077  -0.158
C4 4.485 -0.513 -1.015  -0.227
C5 3.623 0.236 -1.891  -0.238
C6 2.304 0.314 -1.643  0.063
N1 1.716 -0.259 -0.540  -0.515
C7 1.373 0.936 -2.656  0.770
O3 1.893 1.950 -3.383  -0.658
O4 0.272 0.527 -2.886  -0.558
H1 2.019 -2.194 3.178  0.505
H2 4.558 -1.664 0.772  0.238
H3 5.540 -0.606 -1.237  0.224
H4 4.029 0.665 -2.799  0.217
H5 2.737 2.217 -2.996  0.487
C8 -5.749 -0.253 -2.806  -0.194
C9 -5.532 0.629 -1.753  -0.208
C10 -4.280 0.715 -1.165  -0.171
C11 -3.238 -0.085 -1.626  -0.113
C12 -3.464 -0.977 -2.666  -0.113
C13 -4.715 -1.058 -3.261  -0.227
C14 -1.906 -0.021 -0.991  -0.118
C15 -1.310 0.825 -0.152  -0.182
C16 -1.527 2.219 0.265  -0.024
C17 -2.095 3.144 -0.611  -0.213
C18 -2.215 4.476 -0.247  -0.202
C19 -1.781 4.895 1.005  -0.205
C20 -1.217 3.980 1.884  -0.210
C21 -1.080 2.652 1.509  -0.199
H6 -6.728 -0.319 -3.264  0.216
H7 -6.342 1.247 -1.385  0.217
H8 -4.115 1.386 -0.333  0.224
H9 -2.654 -1.608 -3.011  0.207
H10 -4.882 -1.752 -4.075  0.217
H11 -1.289 -0.916 -1.291  0.196
H12 -2.427 2.818 -1.590  0.223
H13 -2.651 5.186 -0.939  0.215
H14 -1.874 5.936 1.290  0.214
H15 -0.874 4.302 2.859  0.216
H16 -0.628 1.936 2.183  0.224
F1 -2.605 -2.407 0.628  -0.362
C22 -1.437 -2.005 1.214  0.679
F2 -0.713 -3.192 1.352  -0.381
F3 -1.798 -1.667 2.477  -0.349